Entry 1:
24
Properties=species:S:1:pos:R:3:forces:R:3:mulliken_charge:R:1 method="wB97M-V/def2-TZVPD" relative_energy_kj_mol=1110.6 gap_ha=0.28826 lumo_energy_ev=-0.45 charge=0 e_homo_ev=-8.2948
O -1.19210 4.09620 -18.98452 -1.356 3.170 0.269 -0.65
H -1.63942 4.66948 -19.60702 -0.128 0.492 0.036 0.24
H -0.26174 4.21141 -19.17794 -0.320 0.906 0.412 0.48
O -1.14963 2.04165 -18.96320 -2.224 -4.003 1.248 -0.69
H -1.49417 1.45194 -19.63384 -0.270 -0.476 -0.034 0.23
H -0.23924 2.19011 -19.21892 -1.620 -0.190 1.247 0.42
O 0.81164 2.14703 -20.01041 2.782 -5.307 0.082 -0.68
H 0.76011 1.30949 -20.47095 -0.197 -0.462 -0.483 0.33
H 1.73933 2.24675 -19.79675 1.004 -0.991 0.437 0.48
O 1.44198 5.28269 -18.05099 -0.127 -0.077 3.096 -0.59
H 1.67418 4.59204 -18.67173 0.352 0.583 0.975 0.19
H 1.56529 4.88295 -17.19005 -0.201 0.135 0.559 0.27
O 1.06902 4.25983 -20.01494 -2.314 -1.143 -0.529 -1.09
H 0.90963 4.57838 -20.90339 -0.093 -0.125 0.382 0.12
H 0.91563 3.31644 -20.06710 -1.207 1.532 -0.628 0.88
O 1.82596 2.26010 -22.10670 0.995 -1.640 -0.804 -0.77
H 1.51179 2.94262 -21.51367 0.408 -0.002 -0.943 0.38
H 2.73990 2.48993 -22.27440 0.339 -0.069 -0.232 0.30
O 2.43762 5.91240 -19.98239 3.224 3.580 -1.476 -0.73
H 1.76272 5.25186 -20.13871 1.888 1.895 0.550 0.73
H 3.24265 5.51670 -20.31644 0.317 0.210 -0.222 0.22
O 1.18196 4.51343 -22.25511 -0.642 1.803 -2.777 -0.72
H 0.22802 4.59139 -22.24261 -0.760 0.262 -0.826 0.29
H 1.38661 4.21299 -23.14059 0.150 -0.085 -0.339 0.35

---

Entry 2:
24
Properties=species:S:1:pos:R:3:forces:R:3:mulliken_charge:R:1 method="wB97M-V/def2-TZVPD" relative_energy_kj_mol=148.0 gap_ha=0.40999 lumo_energy_ev=0.38 charge=0 e_homo_ev=-10.7765
O 2.85971 -1.12152 0.51716 0.400 0.481 0.028 -0.69
H 2.17272 -1.80457 0.52684 -0.438 -0.422 -0.210 0.41
H 3.62227 -1.47523 0.98425 -0.067 0.122 0.000 0.29
O 0.57396 -2.57108 0.52334 0.919 -0.882 -0.123 -0.76
H -0.05419 -1.92216 0.23069 -0.980 0.544 -0.536 0.36
H 0.56157 -2.48975 1.47872 -0.163 0.087 0.521 0.39
O -2.93859 1.27301 -1.25500 -0.344 -0.574 -1.755 -0.63
H -2.21253 0.79308 -1.72434 -0.392 0.481 0.703 0.33
H -3.70022 0.99099 -1.82140 0.697 0.560 0.962 0.29
O -1.85785 -0.94618 -0.20977 0.827 -0.166 0.338 -0.65
H -1.52670 -0.22569 0.37852 -0.440 -0.506 -0.310 0.37
H -2.55515 -1.43590 0.23501 0.048 0.210 0.146 0.30
O -0.59210 1.32195 0.92386 -2.645 0.575 -0.319 -0.72
H -1.41588 1.73503 0.48501 2.004 -0.766 0.833 0.32
H 0.15028 1.42116 0.31794 0.155 0.322 -0.435 0.48
O 0.64729 -0.98387 2.80499 -0.681 0.490 -0.135 -0.68
H 0.94277 -0.37832 2.10365 0.042 -0.188 0.373 0.33
H -0.26913 -0.68142 2.95988 0.624 -0.170 0.026 0.32
O -0.28171 1.44441 -2.89560 0.621 1.436 1.123 -0.64
H -0.65852 2.35307 -2.85583 0.060 -0.905 -0.305 0.35
H 0.45519 1.55225 -2.23956 -0.839 -0.629 -0.686 0.29
O 1.69920 1.27356 -0.40044 0.607 -0.500 -0.183 -0.70
H 2.02135 0.43992 0.02369 0.104 0.369 -0.326 0.32
H 2.35626 1.43726 -1.09164 -0.121 0.033 0.271 0.32

---

Entry 3:
24
Properties=species:S:1:pos:R:3:forces:R:3:mulliken_charge:R:1 method="wB97M-V/def2-TZVPD" relative_energy_kj_mol=235.8 gap_ha=0.37569 lumo_energy_ev=-0.30 charge=0 e_homo_ev=-10.5224
O 3.04194 -0.94605 -1.82998 0.209 0.156 -0.163 -0.61
H 3.84189 -0.95137 -1.30435 0.264 -0.063 0.046 0.31
H 2.33262 -0.93316 -1.18739 -0.562 -0.085 0.047 0.33
O 0.05562 -0.44083 -1.07098 0.218 -0.593 -0.128 -0.73
H -0.33169 -0.83825 -0.29106 -0.216 -0.201 0.374 0.36
H 0.24187 0.46194 -0.81301 0.108 0.464 -0.182 0.31
O -0.45097 -2.68096 -2.73528 -0.237 -0.531 -0.140 -0.61
H -0.37658 -1.92287 -2.15562 0.149 0.383 0.064 0.41
H -0.13504 -2.36711 -3.58258 0.114 0.052 -0.147 0.31
O -1.84947 -3.35410 1.54100 -0.153 -0.218 0.065 -0.61
H -1.88080 -2.39742 1.53995 -0.026 0.298 -0.232 0.32
H -1.00347 -3.56608 1.93544 0.203 -0.143 0.076 0.32
O -1.22589 3.33306 1.04107 -0.602 0.572 0.079 -0.65
H -1.88619 2.64803 1.14577 -0.158 -0.058 0.194 0.28
H -0.44227 2.86822 0.74767 0.266 -0.272 0.470 0.46
O -1.79355 -0.34967 1.04651 0.120 -0.009 0.143 -0.66
H -2.27104 0.23439 0.45736 -0.215 -0.015 -0.369 0.29
H -2.19426 -0.20580 1.90381 -0.032 0.074 0.405 0.32
O 0.46444 2.16843 -0.57822 0.459 -0.018 -0.108 -0.73
H 1.23159 2.74089 -0.58044 0.463 0.107 -0.124 0.27
H -0.23139 2.69812 -0.96740 -0.382 0.166 -0.430 0.33
O 1.36385 1.25386 2.20640 -0.121 0.017 0.163 -0.61
H 2.29825 1.45607 2.25384 0.265 0.033 0.125 0.30
H 1.20047 1.09073 1.27746 -0.134 -0.116 -0.227 0.30

---

Entry 4:
24
Properties=species:S:1:pos:R:3:forces:R:3:mulliken_charge:R:1 method="wB97M-V/def2-TZVPD" relative_energy_kj_mol=394.9 gap_ha=0.39914 lumo_energy_ev=0.07 charge=0 e_homo_ev=-10.7893
O 0.79918 -0.15687 1.06732 -0.183 -1.342 0.541 -0.61
H 1.35632 0.52184 0.73733 0.541 1.344 -0.517 0.31
H 1.42553 -0.88795 1.16606 -0.393 -0.094 0.032 0.29
O 1.85393 -5.21542 2.12132 1.873 -1.062 2.910 -0.65
H 2.29888 -5.53357 3.01182 -1.734 0.955 -2.426 0.33
H 2.65138 -5.22654 1.58141 -0.131 0.118 -0.487 0.32
O 2.77524 4.19335 1.00001 4.124 -0.318 0.056 -0.62
H 3.14497 3.33659 1.30052 -0.781 0.853 -0.250 0.32
H 1.86957 4.15961 1.02021 -3.364 -0.572 0.201 0.30
O -3.60418 -2.89490 -0.08243 0.747 1.734 -1.259 -0.63
H -2.97817 -2.27463 0.32278 -0.249 -0.111 -0.306 0.32
H -3.75884 -3.51133 0.58812 -0.487 -1.610 1.558 0.31
O 0.65953 -0.98064 -2.96602 2.637 -1.484 0.867 -0.54
H 0.32230 -1.82976 -2.66104 -0.174 -0.058 0.053 0.27
H 1.64507 -1.10705 -2.86983 -1.455 0.186 -0.195 0.28
O -0.42090 0.77288 -3.77901 1.370 0.388 1.117 -0.57
H -0.16323 1.21583 -2.94369 -0.021 -0.723 -0.683 0.30
H -1.13376 1.27787 -4.05195 -2.353 1.700 -1.172 0.27
O 0.34221 2.30993 2.32886 -0.290 2.975 0.345 -0.60
H 0.20067 3.17730 2.85539 0.356 -2.589 -1.013 0.30
H 0.45396 1.57600 2.92261 -0.049 -0.279 0.573 0.31
O -2.72237 2.06572 0.03418 -3.319 1.505 0.559 -0.60
H -2.88691 2.67091 -0.69448 0.190 -0.154 0.015 0.31
H -1.90885 1.68238 -0.07916 3.143 -1.362 -0.518 0.29

---

Entry 5:
24
Properties=species:S:1:pos:R:3:forces:R:3:mulliken_charge:R:1 method="wB97M-V/def2-TZVPD" relative_energy_kj_mol=458.8 gap_ha=0.37269 lumo_energy_ev=0.03 charge=0 e_homo_ev=-10.1087
O 1.28707 0.81896 -0.36865 0.126 -0.181 -0.250 -0.59
H 1.11528 0.09913 -0.98617 -0.059 0.104 0.029 0.28
H 0.90012 1.59159 -0.79562 -0.027 0.006 0.216 0.29
O 1.19088 3.07885 3.61091 0.193 0.058 0.263 -0.60
H 1.50889 3.53826 4.39627 -0.033 0.018 -0.077 0.30
H 1.71108 2.26780 3.58689 -0.163 0.020 -0.166 0.30
O -0.05758 -0.86548 -5.13050 0.084 -0.054 -0.056 -0.62
H -0.33587 -1.30431 -5.94227 -0.061 0.068 0.070 0.31
H 0.87806 -1.08412 -5.05462 -0.081 0.058 0.039 0.31
O -1.55249 0.67925 0.76361 -2.798 0.047 -4.319 -0.53
H -2.34002 0.75719 1.31382 0.291 0.027 0.051 0.27
H -1.88689 0.75770 -0.13695 -0.278 -0.026 -0.338 0.24
O -0.04989 -3.36228 2.50505 -1.352 -1.250 2.210 -0.72
H -0.30222 -3.67186 1.62785 -0.086 0.117 0.327 0.37
H -0.21249 -2.41275 2.47438 -0.231 -0.320 0.010 0.37
O -1.97312 1.79861 -3.91793 0.154 -0.013 0.115 -0.64
H -1.65172 0.91293 -4.12105 0.045 -0.044 -0.092 0.32
H -1.17036 2.32410 -3.82619 -0.121 -0.019 -0.058 0.31
O 0.89452 -2.39995 0.85313 1.843 1.419 -2.262 -0.66
H 1.51086 -1.98273 0.24074 -0.043 0.150 -0.200 0.24
H 1.46013 -2.76407 1.54342 -0.145 -0.073 -0.026 0.38
O -0.51432 0.73857 2.38967 2.441 -0.610 4.036 -0.57
H -0.26796 0.35021 3.23670 0.259 0.219 0.394 0.24
H -0.14197 0.13440 1.73751 0.040 0.282 0.086 0.38

---

Number 1: largest force on an atom 0.11653 hartree/bohr. Number 2: largest force on an atom 0.05301 hartree/bohr. Number 3: largest force on an atom 0.01623 hartree/bohr. Number 4: largest force on an atom 0.08045 hartree/bohr. Number 5: largest force on an atom 0.10009 hartree/bohr.